Here is a cluster of 2 separate species, C25H29Cl3N6O2S in total in a non-equilibrium geometry from OMol25. Energies are from ωB97M-V/def2-TZVPD.

orbital gap = 9.006 eV
net charge = 0
SMILES = Cc1c(Cl)cc(Cl)c2nc(CCc3nc4cc(Cl)ccc4s3)nn12.CC[C@H](C)[C@H](NC(C)=O)C(=O)NC
LUMO level = 0.2 eV
relative energy (zero: lowest compared OMol25 entry of this formula, charge and spin) = 0.6 kcal/mol

Element x y z (Å)
C -3.784 -1.911 0.214
C -2.777 -2.681 1.036
C -3.065 -3.196 2.298
Cl -4.627 -2.988 3.055
C -2.034 -3.943 3.038
C -0.780 -4.142 2.499
Cl 0.441 -5.035 3.369
C -0.505 -3.577 1.182
N 0.579 -3.601 0.460
C 0.216 -2.877 -0.665
C 1.163 -2.634 -1.796
C 0.823 -3.539 -2.989
C 1.795 -3.324 -4.110
N 2.002 -2.129 -4.614
C 2.950 -2.203 -5.619
C 3.395 -1.099 -6.344
C 4.356 -1.268 -7.348
Cl 4.919 0.109 -8.259
C 4.864 -2.548 -7.616
C 4.417 -3.656 -6.883
C 3.460 -3.469 -5.883
S 2.734 -4.638 -4.816
N -1.017 -2.432 -0.673
N -1.491 -2.879 0.513
H -3.992 -2.453 -0.713
H -4.727 -1.760 0.743
H -3.376 -0.930 -0.044
H -2.262 -4.347 4.019
H 2.186 -2.826 -1.459
H 1.094 -1.583 -2.093
H 0.842 -4.589 -2.681
H -0.185 -3.304 -3.346
H 2.990 -0.118 -6.124
H 5.609 -2.674 -8.395
H 4.809 -4.649 -7.084
C -2.901 0.655 2.689
C -1.901 1.688 3.222
C -0.755 2.057 2.247
C 0.063 0.806 1.863
C 0.151 3.161 2.862
N -0.602 4.410 3.087
C -1.066 4.820 4.269
C -1.749 6.167 4.284
O -0.968 4.172 5.301
C 1.441 3.408 2.050
O 2.496 2.923 2.438
N 1.467 4.169 0.946
C 0.375 4.841 0.240
H -2.428 -0.322 2.616
H -3.740 0.578 3.381
H -3.274 0.964 1.712
H -2.476 2.585 3.449
H -1.477 1.316 4.155
H -1.205 2.446 1.334
H 0.835 1.053 1.135
H 0.537 0.381 2.750
H -0.574 0.051 1.402
H 0.491 2.787 3.830
H -0.727 5.024 2.303
H -1.065 6.924 3.905
H -2.023 6.409 5.311
H -2.645 6.125 3.668
H 2.388 4.241 0.538
H 0.126 5.780 0.736
H 0.693 5.067 -0.780
H -0.507 4.202 0.187

***

Here is a structure of composition C25H29CrN2OS4 from OMol25. Energies are from ωB97M-V/def2-TZVPD.

expectation value of S² = 3.8407
orbital gap (spin up / spin down) = 6.647 / 7.902 eV
net charge = +2
2S+1 = 4
LUMO level (spin up / spin down) = -7.1 / -6.1 eV
relative energy (zero: lowest compared OMol25 entry of this formula, charge and spin) = 0.0 kcal/mol

Element x y z (Å)
Cr -0.120 0.026 -0.199
C 1.543 -0.767 -3.145
C 1.055 0.610 -2.777
C -0.309 0.876 -2.585
C -0.757 2.182 -2.341
C 0.147 3.225 -2.273
C 1.503 2.967 -2.455
C 1.949 1.678 -2.697
H 0.711 -1.437 -3.354
H 2.159 -1.207 -2.356
H 2.162 -0.720 -4.041
H -1.033 0.088 -2.765
H -1.819 2.374 -2.251
H -0.198 4.238 -2.110
H 2.213 3.784 -2.435
H 3.002 1.499 -2.882
C -3.685 -0.475 -0.141
C -3.070 0.788 0.353
N -1.777 1.041 0.393
C -1.505 2.307 0.896
C -2.608 3.014 1.227
S -4.008 2.082 0.925
C -0.094 2.655 1.005
C 0.500 3.737 1.557
S 2.197 3.575 1.456
C 2.044 2.060 0.695
N 0.789 1.710 0.515
C 3.234 1.262 0.289
H -3.102 -1.327 0.199
H -3.703 -0.484 -1.233
H -4.708 -0.569 0.217
H -2.669 4.011 1.633
H 0.039 4.596 2.017
H 3.944 1.201 1.112
H 3.734 1.729 -0.558
H 2.936 0.251 0.014
O -0.887 -1.603 -1.016
S -0.348 -3.068 -1.026
C -1.186 -3.779 -2.478
C -2.132 -4.867 -1.969
C -2.636 -4.396 -0.609
C -1.386 -3.970 0.149
H -0.431 -4.126 -3.180
H -1.722 -2.932 -2.909
H -1.598 -5.812 -1.865
H -2.938 -5.024 -2.685
H -3.164 -5.181 -0.069
H -3.321 -3.553 -0.724
H -0.784 -4.827 0.459
H -1.524 -3.321 1.013
S 0.669 -1.274 1.416
C 1.397 -0.329 2.734
C 0.619 0.532 3.503
C 1.205 1.240 4.541
C 2.554 1.074 4.828
C 3.316 0.187 4.081
C 2.742 -0.517 3.031
H -0.441 0.631 3.302
H 0.601 1.906 5.144
H 3.004 1.616 5.648
H 4.360 0.032 4.321
H 3.333 -1.218 2.455